(1)
Density functional theory data (ωB97M-V/def2-TZVPD) for a cluster of 5 separate species, C44H77ClF3N4O10PS2 in total.

Last column: Löwdin charge in e.
Positions of all 142 atoms, in Å:
C (7.06790, 1.81382, -0.57148)  -0.121
C (6.57049, 2.64392, -1.78322)  -0.263
C (5.33589, 1.91239, -2.37261)  -0.217
C (4.43907, 2.84187, -3.25898)  -0.190
C (2.95219, 2.70564, -2.81186)  -0.192
C (2.01739, 2.71081, -4.06725)  -0.202
C (0.80150, 3.68767, -3.90855)  -0.215
C (0.48462, 4.30352, -5.28572)  -0.195
C (-0.83934, 5.14348, -5.36355)  -0.183
C (-1.76096, 5.02193, -4.13618)  -0.178
C (-3.21076, 5.40629, -4.55921)  -0.139
C (-4.26572, 4.83612, -3.64466)  -0.135
C (-4.90816, 5.63486, -2.72825)  0.012
C (-5.89531, 5.14745, -1.90777)  -0.240
S (-6.76384, 6.15561, -0.71892)  0.765
O (-7.82511, 5.37855, -0.16285)  -0.266
O (-7.22251, 7.35678, -1.33645)  -0.253
C (-5.51746, 6.50472, 0.62166)  -0.677
F (-4.85793, 7.61579, 0.27602)  0.135
F (-6.10222, 6.72348, 1.77961)  0.177
F (-4.65686, 5.49768, 0.68600)  0.157
C (-6.28673, 3.82275, -1.98287)  0.030
C (-5.62218, 3.02907, -2.87617)  -0.057
C (-4.63135, 3.50220, -3.70761)  -0.023
C (-3.98652, 2.51946, -4.65339)  -0.233
O (-3.54768, 2.82441, -5.74178)  0.138
C (-3.95071, 1.09720, -4.15768)  -0.064
C (-2.95268, 0.24473, -4.51980)  0.053
C (-2.87470, -1.03870, -4.05514)  -0.178
C (-1.73262, -1.94319, -4.49415)  -0.195
O (-1.63374, -1.95554, -5.90683)  -0.164
C (-0.54923, -1.19434, -6.43067)  -0.101
C (-3.83666, -1.51824, -3.18211)  -0.510
S (-3.79010, -3.16706, -2.49711)  0.777
C (-4.90803, -0.68447, -2.81436)  -0.317
P (-6.18319, -1.39186, -1.64158)  0.591
O (-6.33050, -0.11553, -0.59917)  -0.337
Cl (-7.96251, -1.67117, -2.70922)  0.188
C (-4.93414, 0.60369, -3.31533)  -0.086
C (-6.04204, 1.56565, -2.95255)  -0.263
O (-7.19633, 1.26183, -2.76250)  0.072
H (7.13157, 0.77147, -0.90310)  0.071
H (8.04320, 2.15296, -0.21340)  0.066
H (6.31362, 1.88465, 0.21830)  0.064
H (7.36435, 2.69570, -2.53770)  0.103
H (6.33474, 3.66846, -1.47535)  0.100
H (5.70455, 1.08399, -2.98505)  0.109
H (4.73401, 1.53656, -1.54092)  0.093
H (4.71921, 3.89676, -3.19444)  0.106
H (4.54818, 2.49728, -4.29112)  0.097
H (2.65952, 3.54427, -2.17417)  0.099
H (2.76222, 1.76810, -2.28187)  0.098
H (1.64665, 1.71268, -4.32718)  0.101
H (2.56787, 3.05730, -4.95099)  0.091
H (-0.00747, 3.06937, -3.51304)  0.096
H (1.06027, 4.49294, -3.21381)  0.109
H (0.42506, 3.49379, -6.02316)  0.106
H (1.32543, 4.93351, -5.59871)  0.107
H (-0.60364, 6.17671, -5.63618)  0.110
H (-1.40887, 4.74537, -6.21428)  0.098
H (-1.78714, 4.02153, -3.70682)  0.095
H (-1.44437, 5.78551, -3.41658)  0.120
H (-3.29706, 6.50035, -4.51423)  0.120
H (-3.40656, 5.14406, -5.60006)  0.109
H (-4.61771, 6.68130, -2.66359)  0.138
H (-7.08358, 3.44009, -1.35710)  0.134
H (-2.16717, 0.57709, -5.19455)  0.132
H (-1.93134, -2.96941, -4.17307)  0.078
H (-0.79777, -1.65067, -3.99528)  0.134
H (0.17472, -1.86948, -6.89898)  0.089
H (-0.02950, -0.58749, -5.67912)  0.077
H (-0.96601, -0.49135, -7.16229)  0.090
H (-2.70324, -3.23090, -1.67790)  -0.112
H (-7.12295, -0.23380, -0.06075)  0.055
C (7.59520, 1.43004, 5.78734)  -0.069
C (7.42939, 2.61525, 4.84248)  -0.429
C (7.63230, 2.24697, 3.36104)  -0.217
O (8.98551, 2.08662, 2.97705)  -0.195
C (9.55053, 0.82623, 3.28653)  -0.105
N (8.32637, 3.69795, 5.25836)  0.039
H (8.63790, 1.15351, 5.94351)  0.064
H (7.18124, 1.66790, 6.76745)  0.078
H (7.05946, 0.56000, 5.40081)  0.069
H (6.39925, 2.96710, 4.95289)  0.135
H (7.25317, 3.07361, 2.75344)  0.118
H (7.04676, 1.36076, 3.08147)  0.116
H (8.81713, 0.01903, 3.20205)  0.089
H (9.98777, 0.83265, 4.28751)  0.075
H (10.35593, 0.63925, 2.57589)  0.087
H (8.13867, 4.51832, 4.68849)  0.071
H (9.27065, 3.42967, 4.99263)  0.068
C (-6.31020, -8.02912, 0.52763)  -0.072
C (-5.03438, -7.19642, 0.44989)  -0.430
C (-4.82080, -6.28803, 1.66959)  -0.211
O (-5.62968, -5.12704, 1.69024)  -0.190
C (-6.94790, -5.32363, 2.16783)  -0.106
N (-5.04131, -6.43724, -0.80568)  0.048
H (-7.20196, -7.44170, 0.31033)  0.065
H (-6.27648, -8.83596, -0.20496)  0.075
H (-6.42777, -8.48073, 1.51519)  0.077
H (-4.19258, -7.89533, 0.41799)  0.134
H (-3.79005, -5.92385, 1.64039)  0.107
H (-4.92852, -6.84806, 2.60840)  0.119
H (-6.98727, -6.07969, 2.95734)  0.090
H (-7.61882, -5.59874, 1.35097)  0.076
H (-7.29801, -4.37568, 2.57709)  0.086
H (-4.14944, -5.95993, -0.90843)  0.053
H (-5.71003, -5.67758, -0.69870)  0.068
C (2.56587, -3.26111, 5.81041)  -0.068
C (4.03090, -2.85652, 5.77923)  -0.429
C (4.41829, -1.89144, 6.90557)  -0.211
O (3.97785, -0.56504, 6.68642)  -0.195
C (2.62345, -0.32828, 7.02936)  -0.103
N (4.34019, -2.30132, 4.45698)  0.044
H (1.90668, -2.47645, 5.44052)  0.064
H (2.40356, -4.13346, 5.17655)  0.064
H (2.25219, -3.52326, 6.82310)  0.085
H (4.62455, -3.76624, 5.91093)  0.136
H (5.50986, -1.84002, 6.95039)  0.120
H (4.08336, -2.25586, 7.88537)  0.121
H (2.31348, -0.91623, 7.89754)  0.092
H (1.96709, -0.53575, 6.18153)  0.074
H (2.52237, 0.72976, 7.27167)  0.088
H (5.33910, -2.12091, 4.40111)  0.066
H (3.92363, -1.37434, 4.41258)  0.068
C (-0.14839, -5.14816, 0.84232)  -0.066
C (-0.26015, -3.65746, 1.16464)  -0.426
C (0.37788, -3.27373, 2.50307)  -0.216
O (-0.38736, -3.62318, 3.63860)  -0.193
C (-0.25658, -4.96880, 4.05630)  -0.111
N (-1.67406, -3.25573, 1.10016)  0.047
H (-0.85667, -5.74939, 1.41224)  0.057
H (-0.36256, -5.32343, -0.21419)  0.073
H (0.85853, -5.52020, 1.04314)  0.080
H (0.28060, -3.11528, 0.38296)  0.134
H (0.46422, -2.18387, 2.53376)  0.122
H (1.39767, -3.66993, 2.58926)  0.119
H (0.75434, -5.35181, 3.89154)  0.085
H (-0.98694, -5.60381, 3.54991)  0.072
H (-0.47162, -5.00672, 5.12428)  0.090
H (-1.73324, -2.24696, 1.21813)  0.076
H (-2.13222, -3.62313, 1.93121)  0.069

Its LUMO energy is -1.243 eV. The SMILES is CCCCCCCCCCCc1cc(S(=O)(=O)C(F)(F)F)cc2c1C(=O)c1cc(COC)c(S)c(P(O)Cl)c1C2=O.COC[C@@H](C)N.COC[C@@H](C)N.COC[C@@H](C)N.COC[C@@H](C)N. The net charge is 0. For the HOMO energy, the calculation gives -8.32 eV.

=====

(2)
Density functional theory data (ωB97M-V/def2-TZVPD) for a cluster of 11 separate species, C44H77N11 in total.

Last column: Löwdin charge in e.
Positions of all 132 atoms, in Å:
C (9.36343, -21.37362, -21.93205)  -0.095
C (9.23041, -22.44006, -23.04037)  -0.253
C (9.26748, -23.93069, -22.63101)  -0.182
C (10.30348, -24.16362, -21.64674)  -0.217
N (11.19346, -24.29787, -20.90812)  0.158
H (10.42546, -21.22305, -21.73834)  0.038
H (8.84633, -21.73327, -21.04247)  0.072
H (9.10330, -20.39838, -22.34357)  0.082
H (10.06551, -22.27546, -23.72126)  0.076
H (8.33922, -22.11769, -23.57885)  0.103
H (9.48301, -24.57760, -23.48140)  0.062
H (8.26398, -24.03064, -22.21737)  0.124
C (16.54144, -23.08139, -20.51397)  -0.086
C (15.77815, -23.21048, -19.15027)  -0.225
C (15.88218, -24.58398, -18.49194)  -0.213
C (17.19206, -25.03685, -18.14481)  -0.245
N (18.26439, -25.33410, -17.87730)  0.146
H (16.22406, -22.23619, -21.12472)  0.034
H (16.52094, -23.96251, -21.15529)  0.048
H (17.57932, -22.91681, -20.22447)  0.071
H (14.69858, -23.11441, -19.26603)  0.091
H (16.07872, -22.44562, -18.43421)  0.109
H (15.33162, -25.23375, -19.17223)  0.123
H (15.32746, -24.57194, -17.55372)  0.121
C (12.34711, -18.19020, -24.25136)  -0.106
C (12.33558, -19.54505, -24.91031)  -0.292
C (11.68506, -19.68799, -26.32358)  -0.167
C (10.20100, -19.41543, -26.31200)  -0.216
N (9.04268, -19.22237, -26.32034)  0.118
H (12.90885, -18.16076, -23.31772)  0.068
H (11.30724, -18.02886, -23.96724)  0.071
H (12.63237, -17.43507, -24.98383)  0.074
H (11.78250, -20.12338, -24.17021)  0.086
H (13.30713, -20.03857, -24.93513)  0.082
H (11.73757, -20.74613, -26.57985)  0.067
H (12.24781, -19.03985, -26.99539)  0.114
C (14.08704, -23.18309, -25.30259)  -0.096
C (13.28941, -23.60688, -24.06051)  -0.223
C (13.96470, -23.30381, -22.74068)  -0.210
C (14.17107, -21.92519, -22.52465)  -0.242
N (14.22527, -20.80678, -22.24403)  0.201
H (13.96333, -23.91997, -26.09620)  0.063
H (15.09360, -22.90949, -24.98623)  0.064
H (13.80605, -22.23134, -25.75348)  0.042
H (13.29971, -24.69677, -24.04935)  0.092
H (12.24993, -23.28051, -24.02778)  0.085
H (14.94285, -23.78173, -22.68675)  0.079
H (13.45143, -23.65929, -21.84722)  0.096
C (6.96718, -22.56903, -27.49309)  -0.105
C (7.24277, -23.99092, -27.90746)  -0.261
C (7.92489, -24.85634, -26.82458)  -0.180
C (9.25319, -24.46477, -26.42916)  -0.239
N (10.31451, -24.10001, -26.16149)  0.180
H (6.32103, -22.20377, -28.29132)  0.081
H (7.84244, -21.91973, -27.47244)  0.055
H (6.62670, -22.54197, -26.45798)  0.076
H (7.90653, -23.92185, -28.76929)  0.093
H (6.31444, -24.47319, -28.21362)  0.109
H (8.08810, -25.87155, -27.18626)  0.119
H (7.25068, -24.77099, -25.97238)  0.121
C (19.21530, -23.15180, -26.14249)  -0.109
C (18.79384, -24.54714, -26.60467)  -0.223
C (17.29633, -24.81130, -26.24896)  -0.170
C (17.07299, -25.03322, -24.77073)  -0.186
N (16.84571, -25.29810, -23.63221)  0.143
H (19.46457, -23.07074, -25.08448)  0.077
H (18.62011, -22.24824, -26.27447)  0.052
H (20.09640, -22.86418, -26.71611)  0.068
H (19.37853, -25.35368, -26.16225)  0.112
H (18.95268, -24.71321, -27.67017)  0.094
H (17.03912, -25.79810, -26.63388)  0.108
H (16.47751, -24.21161, -26.64648)  0.088
C (13.43796, -24.47543, -29.43883)  -0.111
C (12.54783, -24.12467, -30.61262)  -0.225
C (11.01859, -23.78606, -30.39837)  -0.171
C (10.78916, -22.72172, -29.44675)  -0.243
N (10.69755, -21.95587, -28.61381)  0.193
H (13.07067, -25.31551, -28.84937)  0.063
H (13.37169, -23.77238, -28.60850)  0.051
H (14.44162, -24.73413, -29.77623)  0.074
H (12.54016, -25.01663, -31.23907)  0.101
H (12.89610, -23.27340, -31.19756)  0.108
H (10.41129, -24.57933, -29.96247)  0.108
H (10.46928, -23.58482, -31.31807)  0.116
C (19.46089, -18.91952, -20.29529)  -0.114
C (18.55459, -19.43592, -21.42516)  -0.224
C (17.02047, -19.04880, -21.17870)  -0.188
C (16.76564, -17.64328, -20.85077)  -0.247
N (16.63453, -16.54062, -20.56751)  0.137
H (20.50294, -19.15115, -20.51572)  0.066
H (19.15680, -19.40502, -19.36797)  0.075
H (19.47218, -17.83122, -20.23546)  0.071
H (18.58850, -20.48943, -21.70277)  0.093
H (18.91447, -18.87578, -22.28819)  0.096
H (16.52523, -19.62005, -20.39352)  0.102
H (16.47174, -19.31250, -22.08283)  0.081
C (18.36905, -22.12975, -29.90873)  -0.103
C (18.49950, -20.65923, -29.64413)  -0.256
C (17.71809, -20.20028, -28.43755)  -0.181
C (16.52600, -20.95870, -28.18651)  -0.245
N (15.54091, -21.52753, -27.98495)  0.182
H (17.33067, -22.45266, -29.83381)  0.064
H (18.87439, -22.77374, -29.18901)  0.062
H (18.67377, -22.33007, -30.93592)  0.083
H (18.16474, -20.18660, -30.56753)  0.111
H (19.52189, -20.30890, -29.50244)  0.115
H (17.43576, -19.15991, -28.27621)  0.133
H (18.39556, -20.55902, -27.66267)  0.105
C (11.87809, -20.49470, -19.79166)  -0.104
C (10.75396, -20.80562, -18.71525)  -0.220
C (11.31507, -21.66443, -17.56062)  -0.189
C (12.56562, -21.17166, -16.89151)  -0.227
N (13.48704, -20.80809, -16.29262)  0.129
H (11.69800, -19.58434, -20.36343)  0.073
H (12.10416, -21.42774, -20.30784)  0.039
H (12.83932, -20.26998, -19.32945)  0.055
H (9.78959, -21.12828, -19.10767)  0.082
H (10.41149, -19.93637, -18.15382)  0.098
H (11.61098, -22.62574, -17.98063)  0.101
H (10.59083, -21.83028, -16.76308)  0.113
C (12.08737, -28.38470, -26.24163)  -0.096
C (12.84605, -28.14513, -24.86999)  -0.202
C (11.87380, -28.40582, -23.67324)  -0.172
C (10.58291, -27.68471, -23.69163)  -0.213
N (9.58783, -27.09378, -23.73994)  0.158
H (12.55525, -28.00682, -27.15069)  0.057
H (11.06999, -27.99630, -26.19510)  0.055
H (12.12884, -29.46039, -26.41272)  0.064
H (13.03258, -27.07142, -24.89115)  0.082
H (13.77356, -28.71669, -24.83620)  0.106
H (12.32328, -27.95004, -22.79101)  0.113
H (11.67166, -29.46024, -23.48501)  0.118

Its LUMO energy is 0.152 eV. The SMILES is CCCC#N.CCCC#N.CCCC#N.CCCC#N.CCCC#N.CCCC#N.CCCC#N.CCCC#N.CCCC#N.CCCC#N.CCCC#N. As for the energy above the lowest of the compared OMol25 structures with the same formula, charge and spin: 94.2 kcal per mole. The net charge is 0. For the HOMO energy, the calculation gives -10.91 eV.